[1]
Entry from the OMol25 dataset: the ion C4H11NOP with charge +1 (ωB97M-V/def2-TZVPD).

```
18
Properties=species:S:1:pos:R:3:mulliken_spin:R:1
C -1.622 -0.711 0.058 0.71
C 0.323 0.499 -1.402 -0.03
C 0.599 0.541 1.143 -0.01
C 0.165 -0.210 -0.084 0.36
N 0.742 -1.579 -0.117 -0.01
O -1.742 -1.903 0.060 0.60
P -2.830 0.602 -0.086 0.26
H 1.363 0.776 -1.577 0.03
H -0.270 1.410 -1.408 0.01
H -0.018 -0.123 -2.231 0.00
H 1.686 0.640 1.167 0.02
H 0.274 0.039 2.054 0.00
H 0.186 1.545 1.137 0.00
H 1.222 -1.791 -0.996 0.00
H -0.122 -2.224 -0.045 0.02
H 1.361 -1.772 0.675 0.00
H -3.774 0.017 0.750 0.02
H -2.243 1.417 0.872 0.03
```

Summary:
- total charge = +1
- LUMO energy (alpha / beta) (Ha) = -0.1224 / -0.2711
- HOMO energy (alpha / beta) (eV) = -10.03 / -13.94
- spin multiplicity = 3
- frontier orbital gap (alpha / beta) (eV) = 6.70 / 6.57
- energy above the lowest of the compared OMol25 structures with the same formula, charge and spin (eV) = 0.000


[2]
Entry from the OMol25 dataset: the molecule C3H6N4S (ωB97M-V/def2-TZVPD).

```
14
Properties=species:S:1:pos:R:3:lowdin_charge:R:1
H 2.450 -1.245 -1.039 0.03
N 2.170 -0.911 -1.959 0.09
C 1.194 -0.092 -1.689 -0.65
N 0.351 0.415 -2.709 0.04
N 0.876 0.343 -0.448 0.11
C -0.256 -0.004 0.197 -0.48
N -1.381 -0.570 -0.312 0.13
C -0.234 0.606 1.520 -0.59
S -1.145 0.133 2.771 0.73
H -0.441 1.109 -2.287 0.14
H 0.619 0.737 -3.756 0.15
H -2.163 -0.919 0.158 0.05
H -1.064 -1.028 -1.370 0.21
H 0.590 1.213 1.779 0.04
```

Summary:
- total charge = 0
- LUMO energy (Ha) = -0.0489
- HOMO energy (eV) = -9.13
- spin multiplicity = 1
- structure (SMILES) = [H]/N=C(N)\N=C(/N)C=S
- frontier orbital gap (eV) = 7.80
- energy above the lowest of the compared OMol25 structures with the same formula, charge and spin (eV) = 2.711


[3]
Entry from the OMol25 dataset: the molecule C4H7FS2 (ωB97M-V/def2-TZVPD).

```
14
Properties=species:S:1:pos:R:3:lowdin_charge:R:1
F -0.776 -0.891 1.836 -0.01
C -0.657 -0.407 0.543 -0.35
C 0.105 0.894 0.548 -0.64
S -0.647 2.591 0.447 0.64
C 1.060 0.413 -0.537 -0.24
C 0.587 -0.975 -0.187 -0.62
S 0.474 -2.074 -1.699 0.67
H -1.476 -0.657 -0.086 0.14
H 0.710 0.893 1.428 0.09
H -0.571 2.948 1.972 -0.03
H 2.044 0.739 -0.453 0.08
H 0.813 0.727 -1.644 0.14
H 0.979 -1.150 0.883 0.16
H 0.689 -3.302 -0.791 -0.03
```

Summary:
- total charge = 0
- LUMO energy (Ha) = 0.0193
- HOMO energy (eV) = -9.20
- spin multiplicity = 1
- structure (SMILES) = F[C@H]1[C@H](S)C[C@@H]1S
- frontier orbital gap (eV) = 9.73
- energy above the lowest of the compared OMol25 structures with the same formula, charge and spin (eV) = 2.607


[4]
Entry from the OMol25 dataset: a structure of composition C3H11Cl2N2O2Sn (ωB97M-V/def2-TZVPD).

```
21
Properties=species:S:1:pos:R:3:lowdin_charge:R:1
C -3.524 1.448 0.019 -0.08
Sn 0.908 0.125 -1.409 1.08
N 2.684 -1.516 -1.386 -0.04
N -0.637 -2.148 -0.953 -0.02
H 2.705 -2.219 -0.624 0.09
H -3.429 2.441 -0.499 0.03
H -4.175 1.731 0.913 0.04
H -2.538 0.998 0.312 -0.01
H -4.096 0.664 -0.562 0.03
H -0.220 -2.637 -0.157 0.05
H -0.687 -2.780 -1.762 0.05
H -1.566 -1.880 -0.624 0.05
H 2.705 -1.903 -2.339 0.07
H 3.623 -1.109 -1.254 0.07
Cl 2.289 1.913 -0.303 0.42
C 1.338 1.838 1.503 -0.75
Cl -0.070 2.832 1.581 0.74
C 0.979 0.354 1.759 -0.69
O 1.000 -0.044 2.913 0.12
O 0.628 -0.349 0.683 -0.34
H 2.084 2.240 2.190 0.08
```

Summary:
- total charge = +1
- LUMO energy (Ha) = -0.1607
- HOMO energy (eV) = -13.62
- spin multiplicity = 1
- frontier orbital gap (eV) = 9.24
- energy above the lowest of the compared OMol25 structures with the same formula, charge and spin (eV) = 0.000


[5]
Entry from the OMol25 dataset: a structure of composition C49H44BaN4P2S4 (ωB97M-V/def2-TZVPD).

```
104
Properties=species:S:1:pos:R:3:lowdin_charge:R:1
Ba 0.039 -2.345 -1.345 1.31
S -0.422 -4.130 -3.726 0.35
C 0.962 -4.338 -4.790 -0.72
C 0.764 -4.857 -6.080 -0.13
C 1.807 -5.031 -6.970 -0.09
C 3.110 -4.703 -6.608 -0.10
C 3.340 -4.208 -5.338 -0.12
C 2.289 -4.027 -4.437 -0.56
S 2.716 -3.385 -2.835 0.84
C 2.543 -4.915 -1.851 -0.41
C 2.926 -4.626 -0.427 -0.35
C 4.105 -5.133 0.101 -0.01
C 4.437 -4.825 1.407 -0.04
C 3.590 -4.009 2.136 -0.03
C 2.434 -3.528 1.538 -0.34
C 1.512 -2.628 2.325 -0.41
S 1.011 -1.080 1.508 0.77
C 2.542 -0.547 0.764 -0.58
C 3.728 -0.658 1.488 -0.12
C 4.939 -0.298 0.927 -0.09
C 4.957 0.196 -0.373 -0.09
C 3.778 0.345 -1.077 -0.12
C 2.530 -0.002 -0.531 -0.75
S 1.070 0.360 -1.462 0.34
N 2.102 -3.838 0.280 0.07
H -0.246 -5.116 -6.369 0.09
H 1.602 -5.425 -7.958 0.10
H 3.930 -4.832 -7.302 0.10
H 4.343 -3.949 -5.023 0.10
H 3.192 -5.675 -2.282 0.09
H 1.507 -5.256 -1.921 0.05
H 4.745 -5.750 -0.516 0.12
H 5.351 -5.204 1.847 0.11
H 3.823 -3.729 3.155 0.12
H 1.953 -2.424 3.299 0.07
H 0.565 -3.143 2.509 0.08
H 3.697 -1.026 2.507 0.10
H 5.854 -0.394 1.499 0.10
H 5.894 0.479 -0.836 0.10
H 3.787 0.753 -2.080 0.10
C -1.487 3.984 0.627 -0.14
N -0.799 2.723 0.915 -0.53
P 0.912 2.567 1.042 1.00
C 1.307 3.626 2.495 -0.37
C 1.556 2.946 3.687 -0.12
C 1.743 3.634 4.880 -0.09
C 1.686 5.019 4.892 -0.09
C 1.458 5.714 3.709 -0.08
C 1.277 5.023 2.520 -0.10
C 1.491 3.590 -0.355 -0.39
C 2.783 4.115 -0.362 -0.10
C 3.281 4.759 -1.486 -0.09
C 2.494 4.884 -2.623 -0.09
C 1.211 4.355 -2.631 -0.08
C 0.718 3.706 -1.509 -0.14
P -1.681 1.327 1.329 0.99
C -3.065 1.378 0.122 -0.37
C -2.736 0.878 -1.132 -0.13
C -3.679 0.778 -2.142 -0.07
C -4.987 1.182 -1.898 -0.09
C -5.328 1.700 -0.653 -0.09
C -4.370 1.803 0.351 -0.09
C -2.537 1.714 2.907 -0.36
C -2.102 2.718 3.767 -0.09
C -2.676 2.878 5.024 -0.08
C -3.689 2.032 5.446 -0.09
C -4.120 1.012 4.606 -0.09
C -3.543 0.854 3.356 -0.12
H -2.127 3.878 -0.252 0.08
H -0.762 4.766 0.417 0.07
H -2.110 4.304 1.464 0.08
H 1.589 1.861 3.676 0.09
H 1.934 3.088 5.795 0.10
H 1.830 5.561 5.819 0.10
H 1.426 6.797 3.714 0.10
H 1.128 5.575 1.601 0.10
H 3.412 4.021 0.516 0.11
H 4.287 5.161 -1.474 0.10
H 2.882 5.384 -3.501 0.10
H 0.597 4.432 -3.519 0.10
H -0.273 3.267 -1.534 0.08
H -1.711 0.574 -1.283 0.03
H -3.400 0.385 -3.112 0.11
H -5.734 1.105 -2.678 0.10
H -6.341 2.034 -0.464 0.10
H -4.646 2.212 1.315 0.10
H -1.301 3.380 3.464 0.08
H -2.322 3.669 5.674 0.10
H -4.135 2.156 6.425 0.10
H -4.899 0.333 4.930 0.10
H -3.880 0.042 2.718 0.09
N -6.946 -2.322 -0.911 0.13
C -5.581 -2.434 -0.897 -0.32
C -4.827 -1.920 0.161 -0.02
C -3.458 -2.051 0.128 -0.17
N -2.786 -2.659 -0.857 -0.09
C -3.518 -3.174 -1.855 -0.16
C -4.892 -3.091 -1.919 -0.01
H -7.371 -1.640 -0.307 0.10
H -7.429 -2.492 -1.775 0.10
H -5.306 -1.399 0.981 0.11
H -2.858 -1.618 0.924 0.10
H -2.970 -3.664 -2.655 0.06
H -5.419 -3.520 -2.763 0.11
```

Summary:
- total charge = 0
- LUMO energy (Ha) = 0.0070
- HOMO energy (eV) = -6.92
- spin multiplicity = 1
- frontier orbital gap (eV) = 7.11


[6]
Entry from the OMol25 dataset: a structure of composition C7H7AsBr21F6O4RbS (ωB97M-V/def2-TZVPD).

```
48
Properties=species:S:1:pos:R:3:lowdin_charge:R:1
Rb 11.979 10.581 11.344 0.44
S 12.504 7.656 8.588 0.06
O 11.461 6.634 8.794 -0.46
O 13.509 6.792 9.197 -0.44
O 12.808 7.806 7.182 -0.44
O 12.260 8.824 9.414 -0.61
As 12.042 6.925 13.228 0.94
F 10.762 8.102 12.613 -0.45
F 11.952 6.244 11.523 -0.27
F 13.218 5.653 13.821 -0.31
F 12.083 7.789 14.790 -0.35
F 10.711 5.874 13.655 -0.28
F 13.282 8.027 12.515 -0.36
C 9.337 9.593 7.416 -1.44
Br 7.733 9.198 6.260 0.45
Br 8.943 11.216 8.524 0.45
Br 10.704 10.198 6.185 0.56
H 9.687 8.750 8.012 -0.08
C 10.629 12.834 16.569 -1.42
Br 9.352 11.622 15.642 0.55
Br 12.484 12.580 15.805 0.47
Br 10.804 12.520 18.555 0.48
H 10.212 13.833 16.440 -0.03
C 7.061 8.074 10.694 -1.50
Br 5.775 6.754 11.470 0.47
Br 8.190 7.083 9.431 0.66
Br 8.160 9.104 11.948 0.60
H 6.488 8.779 10.092 -0.04
C 14.769 11.282 7.374 -1.49
Br 13.746 12.906 7.063 0.53
Br 15.123 11.211 9.340 0.48
Br 16.531 11.129 6.600 0.56
H 14.170 10.417 7.093 -0.02
C 16.018 9.057 14.201 -1.42
Br 16.528 9.867 12.478 0.55
Br 14.308 9.758 14.925 0.56
Br 17.326 9.751 15.539 0.45
H 16.042 7.969 14.133 0.01
C 8.861 14.946 10.648 -1.49
Br 10.436 14.371 9.668 0.52
Br 8.577 14.017 12.392 0.52
Br 7.309 14.779 9.429 0.53
H 8.860 15.997 10.936 -0.03
C 13.038 15.908 12.643 -1.41
Br 12.831 16.959 10.984 0.53
Br 12.715 13.924 12.355 0.46
Br 11.770 16.627 14.010 0.50
H 14.072 15.987 12.979 -0.02
```

Summary:
- total charge = -2
- LUMO energy (Ha) = 0.0697
- HOMO energy (eV) = 0.28
- spin multiplicity = 1
- frontier orbital gap (eV) = 1.62


[7]
Entry from the OMol25 dataset: a structure of composition C22H25F5NO2ReTe (ωB97M-V/def2-TZVPD).

```
57
Properties=species:S:1:pos:R:3:mulliken_spin:R:1
C -2.275 1.204 3.227 0.00
C -2.184 1.701 1.878 -0.05
C -2.025 0.574 0.996 0.14
H -2.287 2.727 1.553 0.01
C -2.053 -0.622 1.794 0.01
C -2.177 -0.239 3.177 -0.04
H -2.003 -1.629 1.399 -0.02
C 1.498 1.875 2.426 0.16
C 0.441 2.566 1.680 0.00
C 0.657 2.252 0.273 0.30
H -0.097 3.440 2.058 0.00
C 1.745 1.362 0.158 0.04
C 2.233 1.106 1.459 0.21
H -1.976 0.595 -0.085 -0.01
H -2.236 -0.924 4.013 0.00
H -2.465 1.791 4.118 0.01
H 3.094 0.479 1.665 0.00
H 0.107 2.675 -0.566 0.00
H 1.798 2.120 3.439 -0.01
Re -0.429 0.653 2.369 2.03
C 2.424 0.914 -1.135 0.04
C 3.886 1.353 -1.072 0.00
C 1.775 1.566 -2.362 0.01
H 3.943 2.445 -1.022 0.00
H 4.416 1.024 -1.972 0.00
H 4.393 0.935 -0.197 0.01
H 1.883 2.656 -2.301 0.00
H 0.709 1.321 -2.443 0.00
H 2.281 1.224 -3.271 0.00
C 2.375 -0.635 -1.296 0.00
C 0.975 -1.194 -1.455 0.01
H 2.815 -1.100 -0.405 0.00
H 2.997 -0.922 -2.157 0.00
O 0.113 -1.017 -0.585 0.00
N 0.645 -1.919 -2.550 0.00
C -0.610 -2.677 -2.507 0.00
H 1.336 -2.165 -3.251 0.00
C -1.816 -1.780 -2.654 0.00
C -3.000 -2.023 -1.945 0.00
H -3.011 -2.828 -1.208 0.00
C -4.135 -1.238 -2.184 0.00
H -5.059 -1.439 -1.634 0.00
C -4.089 -0.202 -3.127 0.00
H -4.979 0.394 -3.334 0.00
C -2.887 0.081 -3.787 0.00
H -2.818 0.912 -4.493 0.00
C -1.753 -0.706 -3.547 0.00
H -0.808 -0.495 -4.048 0.00
H -0.681 -3.216 -1.553 0.00
H -0.570 -3.411 -3.324 0.00
F 3.000 -0.397 3.921 0.01
Te 1.430 -1.411 4.275 0.02
F -0.188 -2.372 4.566 0.00
F 2.052 -1.741 6.069 0.00
F 2.224 -2.934 3.466 0.01
F 0.575 0.201 4.922 0.02
O 0.789 -0.911 2.569 0.07
```

Summary:
- total charge = +1
- LUMO energy (alpha / beta) (Ha) = -0.1876 / -0.2076
- HOMO energy (alpha / beta) (eV) = -10.95 / -11.49
- spin multiplicity = 4
- frontier orbital gap (alpha / beta) (eV) = 5.84 / 5.84


[8]
Entry from the OMol25 dataset: a structure of composition C20H24N9O5Sn (ωB97M-V/def2-TZVPD).

```
59
Properties=species:S:1:pos:R:3:lowdin_charge:R:1
Sn 0.178 -0.230 -0.570 1.54
C 2.912 2.423 -2.139 0.03
O 2.009 2.381 -1.001 -0.08
C 2.412 2.796 0.161 -0.20
C 3.710 3.227 0.460 0.04
C 3.994 3.655 1.732 0.05
C 3.024 3.692 2.783 -0.01
C 1.761 3.297 2.533 0.05
C 1.409 2.830 1.214 -0.16
N 0.203 2.459 0.864 0.16
N -0.834 2.646 1.564 0.18
C -1.680 1.853 2.096 -0.08
C -1.409 0.376 2.102 -0.29
O -0.352 -0.038 1.527 -0.19
C -2.336 -0.461 2.727 0.02
C -3.463 0.076 3.309 0.09
C -3.797 1.461 3.288 -0.16
C -4.986 1.915 3.865 0.03
C -5.310 3.262 3.821 -0.01
C -4.445 4.156 3.204 0.01
C -3.249 3.722 2.633 0.03
C -2.923 2.379 2.669 -0.09
H 3.733 1.726 -1.982 0.10
H 2.312 2.122 -2.989 0.11
H 3.280 3.437 -2.279 0.12
H 4.478 3.239 -0.300 0.13
H 4.999 3.994 1.952 0.14
H 3.315 4.059 3.758 0.13
H 0.992 3.341 3.293 0.13
H -2.142 -1.524 2.760 0.13
H -4.155 -0.595 3.809 0.15
H -5.651 1.207 4.344 0.14
H -6.230 3.615 4.264 0.13
H -4.698 5.208 3.166 0.13
H -2.584 4.436 2.166 0.13
N -0.259 -3.178 -0.831 0.03
N -1.618 -3.462 -1.036 0.02
C -2.525 -2.474 -1.069 -0.36
N -3.778 -2.739 -1.372 0.25
N -2.024 -1.258 -0.759 0.00
N -2.763 -0.131 -0.905 -0.40
O -2.090 0.896 -0.646 -0.09
O -3.921 -0.111 -1.218 0.15
H 0.268 -3.529 -1.625 0.12
H 0.059 -3.663 0.003 0.12
H -1.905 -4.412 -1.224 0.18
H -4.073 -3.671 -1.622 0.15
H -4.455 -1.990 -1.401 0.12
C 4.620 -1.128 -0.698 -0.03
N 4.241 -1.317 0.696 0.05
C 3.105 -0.865 1.230 -0.57
N 2.901 -1.040 2.552 0.21
O 2.241 -0.253 0.538 -0.23
H 5.181 -1.995 -1.037 0.10
H 5.243 -0.242 -0.823 0.09
H 3.727 -1.029 -1.307 0.08
H 4.909 -1.768 1.300 0.16
H 3.507 -1.605 3.123 0.13
H 1.990 -0.815 2.911 0.11
```

Summary:
- total charge = +3
- LUMO energy (Ha) = -0.3885
- HOMO energy (eV) = -16.92
- spin multiplicity = 1
- frontier orbital gap (eV) = 6.35
- energy above the lowest of the compared OMol25 structures with the same formula, charge and spin (eV) = 0.569


| no. | DFT total energy (eV) | largest force on an atom (eV/A) |
| --- | --- | --- |
| 1 | -17141.35410 | 4.1 |
| 2 | -20001.62535 | 7.1 |
| 3 | -28646.39218 | 4.9 |
| 4 | -41235.30444 | 2.3 |
| 5 | -120104.84790 | 0.5 |
| 6 | -1575089.68819 | 8.0 |
| 7 | -51807.05184 | 6.2 |
| 8 | -50580.73598 | 0.4 |